1.
Density functional theory data (the ωB97M-V functional and the def2-TZVPD basis) for one molecule with the formula C17H25NO4.

Output
- energy above the lowest of the compared OMol25 structures with the same formula, charge and spin (kcal/mol) = 42.3
- LUMO (eV) = 0.73
- F_max (eV/Å) = 0.61
- gap between HOMO and LUMO (eV) = 8.86
- E (eV) = -27714.4098

```
! RIJCOSX wB97M-V def2-TZVPD def2/J DEFGRID3
* xyz 0 1
O -4.2608 1.8722 0.1378
O 0.7231 1.6415 1.0601
O -0.4531 -2.1353 -0.2229
O -4.9961 -0.5536 -0.4239
N 1.4069 -0.1102 -0.1921
C 5.7167 0.1967 0.6814
C -0.9480 0.2195 0.1575
C -0.2264 -2.7934 1.0079
C -5.4559 -1.8449 -0.7381
C -3.9160 3.2004 0.4520
C 0.4637 0.6500 0.3990
C -2.7060 -1.3625 -0.3108
C 3.4426 -1.0131 0.7695
C 4.6431 1.3282 -1.3632
C -3.2622 0.9540 0.0645
C 2.8272 0.1348 -0.0431
C 3.4743 0.3456 -1.4173
C 5.9103 0.7666 -0.7236
C -1.9220 1.2165 0.2577
C -1.3550 -1.0795 -0.1234
C 4.9654 -1.1364 0.6806
C -3.6652 -0.3689 -0.2372
H 6.7071 0.0356 1.1143
H 4.3244 2.2175 -0.8149
H 1.1193 -0.9442 -0.6837
H 2.7120 0.7607 -2.0815
H -5.0172 -2.2128 -1.6714
H -6.5337 -1.7507 -0.8593
H -3.2556 3.6338 -0.3056
H -5.2442 -2.5555 0.0678
H 2.8941 1.0687 0.5244
H 0.4660 -3.6070 0.7983
H -2.9760 -2.3842 -0.5264
H 5.2961 -1.7376 1.5307
H 4.8872 1.6423 -2.3812
H 0.2157 -2.1122 1.7429
H 5.1985 0.9196 1.3120
H 3.1496 -0.8752 1.8127
H -4.8560 3.7496 0.4696
H 3.0006 -1.9542 0.4288
H 3.7971 -0.6077 -1.8384
H -1.1569 -3.2011 1.4156
H 6.3203 -0.0180 -1.3651
H -3.4352 3.2696 1.4327
H 5.2392 -1.6875 -0.2213
H 6.6511 1.5690 -0.6797
H -1.5694 2.2065 0.4992
*
```



2.
Density functional theory data (the ωB97M-V functional and the def2-TZVPD basis) for one molecule with the formula C4H8N2O2 at a distorted geometry.

Output
- energy above the lowest of the compared OMol25 structures with the same formula, charge and spin (kcal/mol) = 134.4
- LUMO (eV) = 0.55
- F_max (eV/Å) = 5.59
- gap between HOMO and LUMO (eV) = 9.70
- E (eV) = -11348.2866

```
! RIJCOSX wB97M-V def2-TZVPD def2/J DEFGRID3
* xyz 0 1
O -0.3652 -2.0315 -0.2006
O -2.4651 -1.0831 0.6817
N -0.2647 0.4044 -0.1343
N -2.6793 0.0383 -0.1348
C 1.8154 -0.9063 -0.0279
C 0.5077 1.5388 0.4186
C -1.6402 0.5902 -0.5852
C 0.2792 -0.9812 -0.0508
H 2.0737 -1.9460 0.3479
H -1.8079 1.3539 -1.4628
H 2.3854 -0.8215 -1.0816
H 0.7748 1.3873 1.4253
H -0.4845 2.3766 0.5336
H -1.9069 -1.5165 -0.1024
H 2.4180 -0.2688 0.7778
H 1.3597 1.8654 -0.4044
*
```



3.
Density functional theory data (the ωB97M-V functional and the def2-TZVPD basis) for a 2-piece molecular cluster, F2H3N2P overall at a distorted geometry.

Output
- LUMO (spin up / spin down) (eV) = 0.49 / -1.38
- F_max (eV/Å) = 6.37
- gap between HOMO and LUMO (spin up / spin down) (eV) = 7.69 / 9.41
- E (eV) = -17749.2138

```
! RIJCOSX wB97M-V def2-TZVPD def2/J DEFGRID3
* xyz 0 3
P -1.8152 1.0278 -0.5783
F -2.5879 0.1630 -1.7508
F -1.9796 -0.2366 0.3936
N 2.3250 -0.1789 1.0481
N 2.4596 -0.9734 0.1212
H 2.7777 -0.5187 -0.8487
H -3.1569 1.4271 -0.1618
H 1.9774 -0.7103 1.7767
*
```



4.
Density functional theory data (the ωB97M-V functional and the def2-TZVPD basis) for C5H8N2O as an isolated structure at a distorted geometry.

Output
- energy above the lowest of the compared OMol25 structures with the same formula, charge and spin (kcal/mol) = 131.7
- LUMO (eV) = 0.27
- F_max (eV/Å) = 7.91
- gap between HOMO and LUMO (eV) = 9.43
- E (eV) = -10337.0150

```
! RIJCOSX wB97M-V def2-TZVPD def2/J DEFGRID3
* xyz 0 1
O -0.7527 1.3857 -1.5824
N 1.3265 0.1067 0.8394
N -1.0910 -1.0668 0.2176
C 0.1722 0.8398 -0.7890
C 0.1888 -1.5447 -0.3261
C 1.2715 -0.2895 -0.5212
C -1.0279 0.1486 1.0474
C 0.1452 0.9079 0.6663
H 0.7296 -2.0925 0.5245
H 1.3054 -0.6809 1.4537
H -0.2369 -2.0303 -1.0520
H 2.1213 -0.3774 -1.1256
H -1.2965 -2.0799 0.8365
H -1.1661 0.0038 2.1421
H -1.9748 0.7237 0.6967
H 0.3915 1.7952 1.3196
*
```



5.
Density functional theory data (the ωB97M-V functional and the def2-TZVPD basis) for C44H48F5IN5O3STeTi as an isolated structure at a distorted geometry.

Output
- energy above the lowest of the compared OMol25 structures with the same formula, charge and spin (kcal/mol) = 58.9
- LUMO (eV) = 0.88
- F_max (eV/Å) = 7.80
- gap between HOMO and LUMO (eV) = 5.29
- E (eV) = -122939.3624

```
! RIJCOSX wB97M-V def2-TZVPD def2/J DEFGRID3
* xyz -1 1
I -7.4165 2.3017 -1.6505
Te 0.0944 1.4929 -3.4632
Ti 0.2120 -0.1609 -0.4354
S 1.0685 -0.3488 -4.9359
F -1.4062 0.1344 -3.7332
F 0.4768 3.4143 -3.1245
F 2.1407 1.8063 -3.5515
F -1.6373 2.4013 -3.1245
F -0.3081 2.2640 -5.2869
O -1.2011 -0.9504 -1.1973
O -2.4842 -2.7257 -1.5587
O 0.2574 1.0812 -1.7448
N 1.0721 -1.4512 -2.3737
N 0.6848 -2.0774 0.4198
N 0.4454 1.8871 0.5358
N 2.3595 -0.0225 -0.3798
N -1.2689 -0.1585 1.2717
C -5.7008 1.0609 -1.6626
C -0.3145 -2.9396 0.7694
C 3.1845 -1.0541 -0.7228
C -2.3255 -1.5200 -1.4492
C -3.2441 -0.9780 2.1595
C 4.3632 -0.5714 -1.4008
C 5.1935 1.7744 -2.0436
C 5.4695 -1.4345 -1.9055
C -1.5195 -2.5853 1.3500
C 4.2417 0.7826 -1.4655
C -5.8616 -0.2824 -1.9414
C -4.7521 -1.1041 -1.8875
C 0.9364 4.1218 0.1647
C 1.0820 -1.0349 -3.4521
C 2.9904 1.1056 -0.8169
C 6.4151 -1.8217 -0.7676
C 6.0396 2.4295 -0.9490
C 2.8146 5.6040 0.7933
C -0.6628 -6.2316 1.9473
C -2.0841 0.8717 1.6379
C 1.3388 -4.2616 0.0126
C 1.3599 2.7486 0.0048
C 0.0656 -4.3072 0.4954
C 1.7058 -2.8656 -0.0227
C -1.7678 2.2137 1.5025
C -4.4706 1.2194 2.6630
C -1.9593 -1.2938 1.5783
C 2.5317 2.3986 -0.6403
C -3.3675 0.7745 -1.3075
C -3.5069 -0.5848 -1.5550
C 2.1718 -5.3903 -0.5013
C -0.2712 4.0774 0.7857
C -4.2856 -1.9658 2.5765
C -1.1019 5.2175 1.2711
C 1.7305 5.3132 -0.2489
C -0.5751 2.6756 0.9755
C -4.4701 1.6072 -1.3616
C -0.8298 -5.4954 0.6165
C -0.8707 5.4169 2.7717
C -3.3279 0.3818 2.1855
C -5.1838 -2.3560 1.3975
C 2.9090 -2.3937 -0.5182
C 3.2456 -5.8391 0.4911
C -4.2549 1.7429 4.0849
H -6.8318 -0.6852 -2.1908
H 3.1089 3.1986 -1.0800
H 4.6383 2.5345 -2.5954
H 3.4141 6.4659 0.5047
H 3.4681 4.7407 0.9075
H -2.5081 2.9429 1.7954
H 2.3522 5.8073 1.7585
H 3.6383 -3.1179 -0.8489
H 5.4028 2.8954 -0.2015
H 3.8460 -6.6413 0.0631
H 6.0280 -0.8923 -2.6698
H -4.3532 2.6626 -1.1776
H -0.6048 -6.1852 -0.1995
H 1.5202 -6.2373 -0.7253
H 5.8551 1.2665 -2.7486
H -0.8489 -5.5583 2.7808
H -1.1028 4.5009 3.3112
H 6.8609 -0.9283 -0.3360
H -2.3908 1.1886 -1.0874
H 5.8700 -2.3398 0.0179
H 5.0580 -2.3360 -2.3646
H -4.5864 -2.7584 0.5812
H 0.1740 5.6601 2.9555
H -1.8636 -5.1732 0.4886
H -1.3612 -7.0646 2.0102
H -4.8980 -1.5307 3.3714
H 6.6548 1.6818 -0.4515
H -4.6102 2.0598 1.9796
H 1.0697 6.1778 -0.3442
H -3.8088 -2.8619 2.9785
H 0.3488 -6.6218 2.0409
H -2.1901 -3.3847 1.6266
H -4.1726 0.9167 4.7873
H 2.6441 -5.0833 -1.4369
H -5.7185 -1.4824 1.0258
H -1.4883 6.2218 3.1660
H -4.8327 -2.1592 -2.0897
H -3.3397 2.3250 4.1452
H 2.7864 -6.2062 1.4058
H -0.8248 6.1269 0.7341
H -5.9150 -3.1032 1.7097
H 3.8979 -5.0091 0.7498
H 7.2086 -2.4717 -1.1306
H -5.3854 0.6231 2.6390
H -2.1591 5.0265 1.0789
H 6.6901 3.1901 -1.3758
H 2.1789 5.1311 -1.2270
H -5.0895 2.3728 4.3860
*
```



6.
Density functional theory data (the ωB97M-V functional and the def2-TZVPD basis) for one molecule with the formula C27H22FN3O4.

Output
- LUMO (eV) = 0.28
- F_max (eV/Å) = 0.80
- gap between HOMO and LUMO (eV) = 8.29
- E (eV) = -43735.6878

```
! RIJCOSX wB97M-V def2-TZVPD def2/J DEFGRID3
* xyz 0 1
F -4.4706 -0.7368 -4.2105
O 4.5388 -0.1793 2.0100
O 2.0074 0.9921 1.4176
O 3.4278 0.4040 3.8556
O 0.3776 0.9802 -3.0582
N 1.9385 -1.2467 1.2784
N -0.7750 -4.2574 2.8871
N 0.7768 1.3908 -0.8563
C 0.7061 0.1017 -0.3362
C -3.0796 0.3885 -2.6759
C 1.0163 3.1816 -2.4304
C -1.6185 -1.9475 -2.3630
C -1.2350 -0.7993 -1.6668
C 1.6044 -0.0176 0.8524
C 1.4965 -1.4590 3.6924
C 2.5597 -1.4256 2.5764
C -1.9916 0.3632 -1.8276
C 0.3932 -2.3915 3.3130
C 0.5871 5.1308 -3.7775
C 1.9550 3.9024 -1.6973
C -1.5027 -3.2323 2.3537
C 3.6010 -0.3125 2.7479
C -2.7030 -3.2424 1.6533
C -2.6938 -1.9327 -3.2273
C 0.3596 -3.7481 3.4604
C 1.5125 5.8473 -3.0360
C -0.7982 -2.0309 2.6072
C -3.1991 -2.0319 1.2212
C -2.5291 -0.8347 1.4887
C -3.4091 -0.7582 -3.3753
C 2.2000 5.2291 -2.0044
C 0.7065 1.7460 -2.1763
C -1.3371 -0.8182 2.1755
C -0.1251 -0.8799 -0.7355
C 0.3468 3.8027 -3.4818
H -3.6702 1.2821 -2.8043
H 1.0991 -0.4531 3.8242
H -1.0462 -5.2256 2.8924
H 4.0856 1.1158 3.8919
H 1.9720 -1.7697 4.6228
H 1.7054 6.8845 -3.2670
H -2.9617 0.0918 1.1429
H -4.1258 -2.0020 0.6684
H -1.0507 -2.8577 -2.2376
H -2.9841 -2.8112 -3.7819
H 2.9339 5.7825 -1.4374
H -0.3618 3.2225 -4.0538
H -1.7443 1.2459 -1.2594
H 2.5241 3.4320 -0.9077
H 1.2377 2.0252 -0.2075
H -0.0015 -1.8616 -0.2985
H 3.1080 -2.3741 2.5481
H 1.0673 -4.3960 3.9418
H -0.8271 0.1120 2.3761
H 0.0571 5.6075 -4.5887
H 1.5655 -2.0617 0.8225
H -3.2265 -4.1666 1.4581
*
```



7.
Density functional theory data (the ωB97M-V functional and the def2-TZVPD basis) for a 8-piece molecular cluster, C32H68B4F16N4O4 overall at a distorted geometry.

Output
- LUMO (eV) = -2.68
- F_max (eV/Å) = 5.00
- gap between HOMO and LUMO (eV) = 7.15
- E (eV) = -94638.7863

```
! RIJCOSX wB97M-V def2-TZVPD def2/J DEFGRID3
* xyz 0 1
F 1.2262 -1.2897 -4.6439
F -3.8484 -3.0960 0.8189
F -4.5700 4.6516 2.2386
F 1.2963 2.1027 1.7045
F -0.4529 -1.1806 -2.9828
F -3.5428 -2.0637 2.8252
F -1.8219 -3.1702 1.7607
F -5.2138 6.8945 2.2456
F -0.6310 -2.5016 -4.8282
F -3.3787 6.2308 1.0217
F 3.4997 2.0464 1.1602
F -3.4703 -4.4338 2.6564
F 0.9093 -3.0159 -3.0842
F -3.2036 6.2933 3.2173
F 2.1720 0.3312 0.6751
F 2.6648 0.7190 2.8019
O -1.3097 -8.1470 -2.4892
O -2.1987 3.8804 0.3036
O 1.4820 -1.9149 -0.5997
O 2.2029 7.8711 3.3174
N -1.7456 0.8394 -0.4321
N -1.7497 -7.1313 -2.2277
N 2.5539 -2.0415 -0.2268
N 1.4953 7.4588 2.4602
C -2.1530 -6.1467 -3.4009
C 3.3139 -0.6223 -2.1747
C -2.0831 1.5153 0.8416
C 0.3516 8.1199 0.3927
C -0.7097 1.6057 -1.1411
C -3.1746 -6.9457 -4.2673
C -1.2241 -0.5556 -0.1198
C 4.0456 -2.2131 1.8192
C -3.0603 0.5235 -1.1565
C -2.6626 -4.8054 -2.8399
C 3.7851 -1.6526 -1.1549
C 1.4776 5.9738 2.0316
C -0.7286 8.4168 2.5618
C 1.5266 -2.4073 1.9854
C 0.4528 5.3624 2.9860
C 2.9011 5.4357 2.2997
C -1.5616 -7.8391 0.1266
C -0.6363 -5.5694 -0.6148
C -1.7919 -6.5887 -0.6864
C 1.2927 9.8963 1.9619
C 4.0585 -2.9755 -1.9052
C 2.7614 -2.7012 1.1315
C -3.4818 -4.8778 -1.5413
C -3.2153 -6.0317 -0.6273
C 5.2234 -2.1703 0.9169
C 2.8152 -4.2192 0.8524
C 0.9536 5.6731 0.6277
C -2.8638 2.7254 0.8931
C 0.6041 8.5205 1.8079
C 4.9259 -1.2065 -0.2312
C -0.1009 6.6913 0.1816
C -0.8226 -5.9163 -4.1641
B 0.3041 -2.0006 -3.8498
B -4.1690 6.0151 2.2407
B -3.1593 -3.1649 2.0269
B 2.4319 1.3320 1.5749
H -0.6886 -5.0042 0.3325
H 3.7820 5.8899 1.7516
H -3.1646 -4.2260 -3.6615
H 2.1897 -4.3241 -0.0823
H 1.9296 -2.6737 2.9658
H -1.3165 9.3040 2.2699
H 6.1259 -1.8690 1.4365
H 4.1545 0.0550 -2.3322
H -4.5573 -4.9219 -1.7607
H -0.8899 -0.9631 -1.0363
H 1.7718 5.7138 -0.0926
H -0.0734 -5.3503 -3.5814
H 0.1597 1.6591 -0.5144
H -0.4125 8.8513 0.0697
H -1.1700 1.6800 1.4029
H 2.8126 4.4026 1.8900
H 0.6940 10.6004 1.3423
H -3.8531 2.6710 0.3547
H 0.3329 -6.0776 -0.6050
H -2.7910 4.6127 0.2607
H -3.7338 0.0341 -0.5057
H -3.0073 -0.2324 -1.9515
H 2.3050 -4.7678 1.6606
H -0.8230 -4.8376 -1.4107
H 1.2142 10.3688 2.9859
H -2.8820 -7.9663 -4.4977
H -0.3795 -6.8461 -4.4677
H -0.5187 -8.0217 0.2016
H -0.4277 -0.4686 0.6753
H -3.3416 -3.9667 -1.0149
H -3.4166 1.4594 -1.6508
H -1.2107 7.4642 2.4854
H -0.5833 5.6526 2.6284
H 0.5844 4.6814 0.6810
H -2.0349 -8.6214 -0.3650
H 0.4777 5.8163 3.9592
H -2.7202 0.8458 1.4585
H 3.8443 -4.6022 0.7443
H -4.0688 -7.0538 -3.6403
H -0.9966 -5.3468 -5.0938
H 4.7336 -0.1984 0.1518
H 2.3686 9.8454 1.5773
H -0.5276 8.5845 3.6014
H -2.0440 -1.1741 0.3121
H 0.6926 -3.0267 1.6792
H -3.3269 -6.3965 -5.2085
H -1.0746 6.3546 0.5718
H 5.0317 -2.7618 -2.4197
H -0.4600 1.0991 -2.0859
H -1.7899 -4.1618 -2.6310
H -0.1671 6.5848 -0.8940
H 1.4044 -1.3463 1.9336
H 2.8984 -1.0915 -3.0480
H 5.8455 -1.0929 -0.7859
H 3.0623 5.2978 3.3564
H -3.7582 -6.9359 -0.9047
H 0.6660 4.2531 3.1001
H 5.5262 -3.1042 0.3947
H -0.9588 2.6085 -1.3914
H 1.2162 8.2767 -0.2453
H 2.4971 0.0043 -1.7841
H 4.3060 -2.8926 2.6740
H 4.1483 -3.8419 -1.2608
H -2.1176 -7.7841 1.0566
H -3.3483 -5.8642 0.4155
H 3.2888 -3.0923 -2.6991
H -3.1714 2.8743 1.9428
H 3.7503 -1.1693 2.2210
*
```



8.
Density functional theory data (the ωB97M-V functional and the def2-TZVPD basis) for C2H3BrCl2 as an isolated structure at a distorted geometry.

Output
- energy above the lowest of the compared OMol25 structures with the same formula, charge and spin (kcal/mol) = 15.5
- LUMO (eV) = 0.53
- F_max (eV/Å) = 2.74
- gap between HOMO and LUMO (eV) = 10.41
- E (eV) = -97208.9574

```
! RIJCOSX wB97M-V def2-TZVPD def2/J DEFGRID3
* xyz 0 1
Br 1.9045 -0.6291 -0.6872
Cl 0.6187 0.1892 1.8571
Cl -1.4120 -2.3108 0.0962
C -0.2214 1.2411 -0.4731
C 0.5582 0.4010 0.1957
H -0.1282 -2.0496 0.5825
H -0.3670 1.2148 -1.5432
H -0.9527 1.9434 -0.0281
*
```